No. 1
DFT (the ωB97M-V functional and the def2-TZVPD basis) results for a single C4H6O molecule in a non-equilibrium geometry.

Geometry as XYZ:
```
11
Properties=species:S:1:pos:R:3
O 0.58 -1.37 1.14
C 1.21 -0.17 0.83
C 0.53 0.63 0.06
C -0.91 -0.14 -0.31
C -0.51 1.17 -0.80
H 0.78 -1.99 0.43
H 2.17 -0.09 1.34
H -0.93 -1.02 -0.97
H -1.63 -0.25 0.51
H -0.23 1.21 -1.84
H -1.05 2.01 -0.39
```

Results
Energy relative to the best compared isomer or geometry (same formula, charge and spin), kcal per mole: 70.3
E_LUMO, eV: 0.988
Electronic energy, eV: -6288.8682
Frontier orbital gap, eV: 9.8
HOMO, eV: -8.8

Atomic partial charges in e from the Mulliken method, atoms 1 to 5: atom 1 (O): -0.524, atom 2 (C): -0.345, atom 3 (C): 0.056, atom 4 (C): -0.537, atom 5 (C): -0.200

=====

No. 2
DFT (the ωB97M-V functional and the def2-TZVPD basis) results for a 5-piece molecular cluster, C22H40BFIN2O9 overall in a non-equilibrium geometry.

Geometry as XYZ:
```
76
Properties=species:S:1:pos:R:3
N 0.75 -2.36 -4.25
B 0.99 -3.01 -2.88
O 1.26 -4.46 -2.87
N 0.86 -2.10 -1.67
C 2.14 -1.34 -1.37
C 2.13 -1.10 0.29
C 1.17 0.14 0.76
O 1.54 1.43 0.87
F -0.26 -0.15 1.12
C 2.29 0.08 -2.16
C 0.95 0.60 -2.94
O 1.09 0.97 -4.24
I -1.06 0.83 -2.09
C 3.43 -2.38 -1.62
O 3.60 -3.30 -0.63
O 4.35 -2.30 -2.76
H -0.20 -1.91 -4.21
H 1.50 -1.66 -4.48
H 1.86 -4.61 -3.69
H 0.69 -2.77 -0.86
H 3.22 -0.86 0.66
H 1.79 -2.06 0.88
H 2.64 0.99 -1.46
H 3.16 0.01 -2.98
C -2.16 -3.39 4.67
C -2.75 -2.19 3.98
C -1.80 -1.98 2.82
O -1.29 -3.27 2.47
C -1.65 -4.20 3.50
H -2.88 -3.93 5.29
H -1.32 -3.08 5.30
H -3.75 -2.43 3.60
H -2.84 -1.31 4.62
H -0.95 -1.35 3.12
H -2.28 -1.52 1.96
H -2.44 -4.85 3.10
H -0.79 -4.82 3.76
C -1.40 5.38 2.50
C -0.51 4.22 2.14
C -1.51 3.16 1.75
O -2.65 3.84 1.21
C -2.52 5.24 1.49
H -0.91 6.35 2.45
H -1.80 5.25 3.52
H 0.11 4.49 1.28
H 0.15 3.91 2.96
H -1.85 2.59 2.62
H -1.11 2.46 1.01
H -2.28 5.75 0.55
H -3.47 5.63 1.86
C 4.11 5.39 1.82
C 4.01 6.87 1.56
C 2.54 7.14 1.82
O 2.12 6.20 2.81
C 3.15 5.21 2.97
H 5.13 5.06 2.05
H 3.76 4.84 0.94
H 4.63 7.42 2.28
H 4.32 7.17 0.55
H 1.94 6.97 0.92
H 2.36 8.16 2.17
H 3.64 5.38 3.93
H 2.70 4.21 2.98
C -2.59 -6.29 -4.32
C -3.91 -5.59 -4.49
C -3.56 -4.16 -4.14
O -2.19 -3.96 -4.51
C -1.61 -5.24 -4.81
H -2.52 -7.23 -4.87
H -2.42 -6.50 -3.26
H -4.23 -5.65 -5.54
H -4.71 -6.00 -3.87
H -3.65 -3.98 -3.06
H -4.19 -3.43 -4.66
H -1.47 -5.30 -5.89
H -0.63 -5.32 -4.32
```

Results
E_LUMO, eV: 2.297
Total charge: -1
Electronic energy, eV: -56362.2380
Frontier orbital gap, eV: 7.6
HOMO, eV: -5.3

Atomic partial charges in e from the Mulliken method, atoms 1 to 5: atom 1 (N): -0.597, atom 2 (B): 0.369, atom 3 (O): -0.619, atom 4 (N): -0.043, atom 5 (C): 0.274

=====

No. 3
DFT (the ωB97M-V functional and the def2-TZVPD basis) results for a single C3H4N2O2 molecule in a non-equilibrium geometry.

Geometry as XYZ:
```
11
Properties=species:S:1:pos:R:3
O 2.24 0.82 0.36
C 1.00 0.28 0.14
C 0.76 -1.02 -0.20
N -0.72 -1.05 -0.26
C -1.09 0.21 0.05
O -2.38 0.58 0.14
N -0.12 1.04 0.30
H 2.60 1.08 -0.49
H 1.50 -1.78 0.09
H -1.47 -1.65 -0.63
H -2.32 1.48 0.50
```

Results
Energy relative to the best compared isomer or geometry (same formula, charge and spin), kcal per mole: 44.2
E_LUMO, eV: 0.769
Electronic energy, eV: -10250.3471
Frontier orbital gap, eV: 9.3
HOMO, eV: -8.5

Atomic partial charges in e from the Mulliken method, atoms 1 to 5: atom 1 (O): -0.520, atom 2 (C): 0.383, atom 3 (C): -0.442, atom 4 (N): -0.085, atom 5 (C): 0.496